7 unconnected molecules or ions with the total composition C3H17O8S2 at a distorted geometry. Source: the Open Molecules 2025 dataset; level of theory: ωB97M-V/def2-TZVPD.

Output
Energy above the lowest of the compared OMol25 structures with the same formula, charge and spin, kcal per mole: 0.0
Strongest force on any atom, eV/Å: 1.07
Multiplicity: 1
Kohn-Sham gap, eV: 9.35
Net charge: -1

Cartesian coordinates (Å):
O 2.66267 0.52596 -0.82121
O 2.94081 -0.81474 2.00118
O -0.91610 -0.94988 1.62822
H -1.45105 0.62458 2.41959
H -0.86534 0.89113 -2.53808
S -2.35774 -1.45228 -2.67383
H -0.46900 1.41642 3.30887
H 0.21023 -2.00223 -1.98661
O -1.36128 1.44761 2.95338
O -0.03891 0.20649 -0.07439
O 0.80473 2.52588 1.16722
O -0.70665 1.82544 -2.73699
H 0.08559 2.80939 1.74966
H 1.58818 -1.77866 -0.10875
H -2.11926 2.43403 0.07014
H 2.95507 1.43793 -0.94556
H 0.56576 -2.80436 0.92084
H -1.51508 1.06852 -0.26857
H 0.40133 1.79875 0.64890
H 2.85700 -0.24493 1.22258
O -2.22562 1.70771 -0.55119
C 0.56196 -2.07023 0.12163
H 0.52284 -3.59071 -1.41873
C -0.20934 -0.85292 0.61858
H 1.70148 0.62901 -0.69230
C -0.00814 -2.67343 -1.15471
S -1.83374 -2.84019 -1.25529
H -2.68411 -0.42699 -1.85480
H -1.13445 2.22214 -1.96209
H 2.03818 -1.06946 2.21231



9 unconnected molecules or ions with the total composition C33H52BrN2O33S9 at a distorted geometry. Source: the Open Molecules 2025 dataset; level of theory: ωB97M-V/def2-TZVPD.

Output
Strongest force on any atom, eV/Å: 4.76
Multiplicity: 1
Kohn-Sham gap, eV: 6.70
Net charge: +1

Cartesian coordinates (Å):
H -5.26298 0.06585 1.68694
H -3.75293 -1.49482 1.25868
H -2.90960 4.68140 6.65680
H -2.61029 -0.73185 2.54605
C -2.64704 3.17894 5.09435
H -4.37657 3.74241 6.27839
H -6.14832 -1.94564 2.84627
N -4.02746 -2.08928 3.38233
H 7.29479 3.59876 0.70904
C 2.33485 -1.26648 1.98556
C -8.47290 -4.97583 0.97623
S 4.26061 6.81937 -3.23423
S -4.07262 4.40661 3.45376
O 6.30598 -0.07493 -1.13539
H 0.23277 -4.12695 3.13502
H 2.78915 -0.09128 -1.21092
H -8.23030 -4.83764 -5.55733
C 5.98646 -4.07106 -1.71243
O -3.30267 3.02873 3.83473
O -9.02654 -5.49985 -3.75318
H -2.99528 -3.63620 5.93359
H 0.85694 6.78483 -3.57317
C 0.52289 -3.12385 2.64563
O 4.87357 5.52561 -3.15493
H 1.55124 4.58938 1.28787
H -7.13871 -6.01144 -0.38629
O 4.84960 7.99535 -2.66751
H -2.59232 2.22008 5.61204
C 8.35524 1.69271 0.78808
O -5.36027 -3.50090 0.51130
O 8.29596 -2.04744 5.83357
C -3.47556 4.19978 5.85937
H 5.50158 -3.68411 -2.60875
O 6.09012 1.96059 0.26430
C 2.97490 2.26882 -1.28834
H 8.81446 1.90944 -0.18023
C -5.32565 -1.34579 3.41086
C -10.40651 -5.01411 -5.58010
C -0.44171 5.49720 -9.65849
O -0.76273 6.66550 -8.90266
S -10.52310 -5.85771 -3.23510
C 7.42226 -2.81551 5.00661
S -1.18716 0.18305 0.26991
H 5.30121 -3.98655 -0.86323
H -1.57082 -0.44058 -0.91238
O -10.93269 -4.84786 -2.30564
C 1.84458 7.23736 -3.66158
H 1.76696 8.31477 -3.49011
C 2.53318 0.89179 -0.67687
O 8.59584 -6.42231 -1.71631
O 5.50104 -0.23834 1.24705
O -10.57017 -7.25736 -2.93253
C 6.48640 -1.79853 4.37085
C -7.93495 -5.26172 -0.41658
H 2.33928 5.90034 -5.29792
H -1.22376 4.74498 -9.55534
H 2.14570 7.60081 -5.78734
O 1.63481 6.21685 -8.83879
H 1.43282 4.39223 -9.81182
H 2.93710 4.60870 -1.03444
O -7.36245 -4.02772 -0.85310
H -8.71426 -5.58903 -1.10311
H 7.98980 -3.37899 4.26581
H 6.87279 -3.51044 5.64896
H -8.59008 -5.88447 1.56765
H 0.81975 2.26240 2.36129
O 2.73733 6.69783 -2.68380
O 3.90237 7.12921 -4.78435
H -2.19651 -3.19146 0.78043
H -0.35378 5.78806 -10.70928
O -3.28599 -0.63305 5.17239
O 8.24489 0.41758 6.10732
O 7.08061 -6.39013 0.29119
S 6.32285 0.35720 0.23049
O 6.22366 -0.83586 5.39171
O -3.88138 5.15700 4.87984
O -7.31260 -1.91164 0.44012
H -2.10542 -3.70310 2.53631
Br 3.37096 -3.75426 3.56111
H -10.49405 -3.92816 -5.48521
C 1.75764 0.85351 0.66746
C 0.89433 5.02509 -9.10558
O -11.29697 -5.61622 -4.63940
H 3.57969 2.27407 -2.26646
O 6.31978 -5.44906 -1.87436
H -1.63479 3.55063 4.90971
N 1.36085 -0.44663 1.29648
O -7.51168 -4.10696 1.58024
C 1.80620 3.60180 0.75920
O 8.03608 -4.28096 -0.58998
C -5.26621 0.15533 2.84392
C -0.03342 -0.91125 1.22225
C -2.02926 -2.77963 1.84458
H -4.28838 0.69303 3.10561
H -9.42883 -4.44711 0.92968
H 0.76327 4.48689 -8.16241
H 7.16884 -2.42139 -0.91528
H 6.97070 -1.28519 3.53495
C 2.60552 3.61509 -0.56700
C -2.33713 -2.88879 5.35146
H -6.20331 0.78275 3.08360
S 0.61079 7.42853 -8.49867
H 3.41445 -0.85615 1.99285
O -5.46367 4.10858 3.28694
C 7.30786 -3.37717 -1.42180
C 7.13564 2.56828 1.02633
S 7.58290 -5.80485 -0.91704
C 2.00209 -2.62551 2.66423
H 5.55558 -2.25173 4.02688
C -9.01812 -5.49032 -5.18126
S 7.48890 -0.76054 6.40650
H -5.71951 -1.26450 4.49629
O 7.02292 -1.07155 7.72458
O -3.30183 5.10325 2.46817
H -10.66823 -5.31108 -6.59623
C 1.39964 2.21185 1.36627
H 6.83860 2.55408 2.07906
S -6.76905 -3.23601 0.43187
C 2.50116 6.94066 -5.00044
H 9.10172 1.80206 1.57537
O 0.83491 8.48160 -9.44137
H -1.68923 -2.36947 6.15213
H 7.88162 -3.22161 -2.33967
C -0.53435 -2.22370 1.88706
C -3.26640 -1.77892 4.62394
H -1.69539 -3.46126 4.60150
H -8.83762 -6.51302 -5.52503
O 7.85620 0.35303 0.75455
O 0.60955 7.64228 -7.08051
C -3.16182 -1.69862 2.22981



A molecular structure, C3H5CsO3 at a distorted geometry. Source: the Open Molecules 2025 dataset; level of theory: ωB97M-V/def2-TZVPD.

Output
Energy above the lowest of the compared OMol25 structures with the same formula, charge and spin, kcal per mole: 60.4
<S²>: 0.76
Strongest force on any atom, eV/Å: 4.14
Multiplicity: 2
Kohn-Sham gap (alpha / beta), eV: 9.22 / 7.28
Net charge: +1

Cartesian coordinates (Å):
H -1.39670 -0.42423 1.17389
H -2.63752 -0.33362 -0.23129
C -0.57132 -0.95710 -0.43621
Cs 0.83425 3.37041 -0.33888
H -0.49798 -1.90956 0.09846
H -0.67043 -1.10699 -1.51694
C 1.74045 -0.52172 -0.01809
H 3.33528 0.10158 0.75254
O -1.57590 1.31302 0.29534
O 2.49208 0.45058 0.43690
C -1.62505 -0.00706 0.07519
O 0.57284 0.02469 -0.29090



A single C3HBrN2O molecule at a distorted geometry. Source: the Open Molecules 2025 dataset; level of theory: ωB97M-V/def2-TZVPD.

Output
Energy above the lowest of the compared OMol25 structures with the same formula, charge and spin, kcal per mole: 10.6
SMILES string: O=C1N=NC=C1Br
Strongest force on any atom, eV/Å: 5.00
Multiplicity: 1
Kohn-Sham gap, eV: 7.92

Cartesian coordinates (Å):
N 1.55591 -0.46153 -0.04325
C -0.52037 -1.09486 0.06871
C 0.86495 0.80246 -0.05671
H 1.39377 1.74929 -0.12977
O -1.53026 -1.73140 -0.01623
C -0.46002 0.62362 0.08420
Br -2.09851 1.56922 0.05280
N 0.79453 -1.45681 0.04026



2 unconnected molecules or ions with the total composition C5H11NO at a distorted geometry. Source: the Open Molecules 2025 dataset; level of theory: ωB97M-V/def2-TZVPD.

Output
Energy above the lowest of the compared OMol25 structures with the same formula, charge and spin, kcal per mole: 92.4
SMILES string: C=C/C=C(/C)N.O
Strongest force on any atom, eV/Å: 5.37
Multiplicity: 1
Kohn-Sham gap, eV: 8.70

Cartesian coordinates (Å):
H -0.00878 0.44680 -2.93844
H 1.10046 3.27452 0.52983
O 1.20378 2.47409 1.02467
H -1.39331 -0.63050 1.21438
C -0.34821 -0.72182 1.36667
H 1.23230 -1.65707 -0.06289
H 0.46638 1.79184 0.75526
H -0.19685 -0.48910 3.51592
H 1.13274 0.08410 2.44289
H -1.83007 0.62658 -0.92668
C 0.21297 -0.25881 2.53765
C -0.24087 -0.61849 -1.13464
N -1.62362 -0.32034 -1.19170
C 0.43668 -0.49768 -2.51290
H -2.27739 -0.81254 -0.67704
H 1.52767 -0.20962 -2.62319
C 0.24326 -1.00957 0.09221
H 0.15893 -1.33710 -3.17937



A molecular structure, C12H30F12MnN2O4P2 at a distorted geometry. Source: the Open Molecules 2025 dataset; level of theory: ωB97M-V/def2-TZVPD.

Output
Energy above the lowest of the compared OMol25 structures with the same formula, charge and spin, kcal per mole: 1.9
<S²>: 8.75
Strongest force on any atom, eV/Å: 2.41
Multiplicity: 6
Kohn-Sham gap (alpha / beta), eV: 9.23 / 10.68

Cartesian coordinates (Å):
C 1.19456 2.88644 -0.66181
F -0.75312 -0.99042 -3.60136
H -2.05132 2.14059 0.61687
F -2.80425 -0.36097 -2.80041
O 1.68772 0.90118 -1.88197
C 3.37929 -1.51923 0.04822
H -3.91575 0.31957 4.38142
H -1.69393 -3.05652 -0.51446
H 3.87018 1.20499 -0.18751
H -0.21145 -3.39862 -2.16496
F 0.67072 -0.88633 1.79293
F -0.94068 0.68264 -2.05006
C -2.54259 1.20193 0.34512
H -4.39064 1.95079 1.04117
C 3.30276 0.77474 0.64564
H 1.62702 3.84592 -0.36315
H 0.19801 3.13414 -1.03234
H 0.46878 2.45523 1.18746
C 0.51775 -2.90708 -1.52454
H 2.79802 2.68941 1.48653
H 3.06491 2.48854 -1.77751
H -1.58269 0.22504 1.69287
Mn 0.46965 0.03464 -0.26919
C 2.29427 1.74550 1.25018
O -3.40622 0.91825 2.52139
C 1.98983 2.27644 -1.81406
H 4.09338 0.56400 1.36905
H 2.12278 0.78802 -3.91735
H 2.02914 1.29128 2.20888
H -4.32159 0.15345 0.79976
N 1.02908 1.96343 0.49737
H -4.91064 -0.38706 3.11038
F 2.46720 -1.17546 3.22635
H 0.92150 -3.65871 -0.83689
O 2.58151 -0.37579 0.22992
O -0.07189 -1.80485 -0.85523
H 3.92811 -1.56479 -0.90093
H -5.08541 1.36705 3.63418
H 1.69401 2.73791 -2.76471
P 0.88235 -1.63661 3.24156
H 2.71589 -2.38359 0.01052
H -0.66848 -2.71182 0.92027
H -2.78807 1.17880 -0.71306
C -2.08932 -1.18928 0.39676
F 1.24804 -2.97736 2.42708
H -2.76878 -1.07867 -0.45685
F 1.11387 -2.39341 4.62615
C -1.10962 -2.30678 0.01789
P -1.58715 0.40422 -3.53018
C 2.27178 0.23715 -2.98667
C -3.80712 1.03728 1.18736
F -2.38863 1.80378 -3.46337
H 1.82098 -0.73634 -3.15047
H 3.34669 0.13274 -2.80079
N -1.50053 0.15840 0.66982
F -2.20154 0.13836 -4.99463
F -0.68807 -1.99645 3.23903
F 0.52519 -0.23053 3.98231
C -4.41090 0.52919 3.43188
H 1.39145 -2.58989 -2.08822
H -2.77422 -1.54232 1.17062
F -0.31837 1.19447 -4.18039
H 4.06659 -1.69667 0.87612



Look up the multiplicity of the fifth one. 1